{"formula": "C20H23N5O4S", "method": "ωB97M-V/def2-TZVPD", "smiles": "Cc1cc(NC(=O)CSc2nnc(CNC(=O)c3ccc(C(C)(C)C)cc3)o2)no1", "e_homo_ev": -9.07, "max_force_ha_per_bohr": 0.0326, "e_above_lowest_kj_mol": 310.98, "spin_multiplicity": 1, "symbols": ["C", "C", "C", "C", "N", "C", "O", "C", "S", "C", "N", "N", "C", "C", "N", "C", "O", "C", "C", "C", "C", "C", "C", "C", "C", "C", "C", "O", "N", "O", "H", "H", "H", "H", "H", "H", "H", "H", "H", "H", "H", "H", "H", "H", "H", "H", "H", "H", "H", "H", "H", "H", "H"], "coordinates": [[1.64567, -3.89109, -0.84991], [2.88499, -3.18124, -0.46765], [3.47741, -2.04747, -0.95334], [4.59680, -1.87843, -0.10611], [5.54878, -0.87251, -0.08260], [5.55566, 0.21904, -0.89342], [4.81628, 0.37668, -1.83193], [6.59542, 1.25945, -0.47961], [5.86748, 2.93834, -0.56528], [4.34160, 2.61551, 0.16987], [3.28000, 3.35346, 0.12585], [2.32705, 2.69436, 0.81687], [2.84490, 1.59442, 1.24816], [2.15737, 0.53367, 2.03200], [0.73885, 0.59096, 1.79375], [0.09311, -0.40172, 1.12512], [0.60897, -1.48471, 0.91695], [-1.29948, -0.07928, 0.72375], [-2.24941, -1.09351, 0.72389], [-3.55125, -0.84432, 0.33202], [-3.94350, 0.42039, -0.09270], [-5.35885, 0.73886, -0.54539], [-6.29604, -0.46781, -0.44710], [-5.31935, 1.19768, -2.01013], [-5.92704, 1.85937, 0.33705], [-2.97619, 1.42441, -0.11078], [-1.67692, 1.18892, 0.29154], [4.14730, 1.47737, 0.88719], [4.65899, -2.83391, 0.79527], [3.59845, -3.64559, 0.56734], [1.50458, -3.85454, -1.92624], [0.80632, -3.39000, -0.36779], [1.68721, -4.92157, -0.50862], [3.17714, -1.42430, -1.76622], [6.21136, -0.96070, 0.67464], [6.98570, 1.09065, 0.52340], [7.41312, 1.27706, -1.20006], [2.50977, -0.45542, 1.71933], [2.37632, 0.66284, 3.10059], [0.31624, 1.50412, 1.85568], [-1.95383, -2.08178, 1.04348], [-4.25636, -1.65859, 0.35810], [-7.29247, -0.17891, -0.77489], [-5.95696, -1.28074, -1.08481], [-6.37045, -0.82383, 0.57785], [-4.71953, 2.09545, -2.12942], [-6.32634, 1.41152, -2.36155], [-4.89319, 0.41728, -2.63708], [-5.33783, 2.76827, 0.25542], [-6.94750, 2.08815, 0.03778], [-5.93464, 1.54967, 1.38009], [-3.23410, 2.41587, -0.45050], [-0.95157, 1.98820, 0.23018]], "forces_ev_per_a": [[-0.007, 0.021, 0.239], [0.364, 0.680, -0.359], [-0.140, -0.425, 0.198], [-0.631, -0.724, 0.064], [0.281, -0.431, 0.237], [0.442, -0.057, 0.099], [-0.136, -0.012, -0.161], [-0.400, 0.481, 0.012], [0.526, -0.134, -0.116], [-0.498, 0.190, 0.153], [1.375, 0.472, -0.833], [-0.889, -0.984, 0.914], [-0.287, 0.444, -0.204], [0.191, -0.334, 0.133], [0.125, 0.306, 0.091], [0.061, 0.094, 0.231], [-0.011, -0.185, -0.037], [-0.358, -0.074, -0.229], [0.279, 0.056, 0.075], [-0.026, 0.042, -0.013], [0.058, -0.028, 0.011], [-0.208, 0.042, -0.067], [0.189, 0.181, -0.002], [-0.012, -0.059, 0.165], [0.060, -0.136, -0.098], [-0.031, 0.020, 0.012], [0.060, -0.124, 0.073], [-0.182, 0.197, 0.165], [1.009, 0.825, 0.207], [-0.673, -0.331, -0.275], [0.010, -0.045, -0.057], [-0.053, -0.043, -0.016], [-0.023, -0.106, -0.059], [-0.111, 0.080, -0.176], [-0.035, 0.196, -0.093], [0.023, -0.077, -0.091], [-0.011, -0.035, 0.027], [-0.019, 0.138, 0.104], [0.016, -0.090, -0.175], [-0.079, -0.114, -0.032], [0.038, -0.088, 0.009], [-0.112, -0.064, -0.002], [-0.083, 0.029, -0.030], [0.009, -0.142, -0.040], [-0.027, -0.101, 0.101], [0.068, 0.108, -0.044], [-0.122, 0.041, -0.054], [0.037, -0.059, -0.101], [0.054, 0.123, 0.012], [-0.125, 0.046, -0.034], [-0.019, 0.004, 0.121], [-0.048, 0.099, -0.052], [0.079, 0.089, -0.005]]}


{"formula": "C7H9N2O2", "method": "ωB97M-V/def2-TZVPD", "smiles": "C[C@@H]1C=CCC(N=[N+]([O-])[O-])=C1", "charge": -1, "e_homo_ev": -3.24, "max_force_ha_per_bohr": 0.0939, "e_above_lowest_kj_mol": 596.46, "spin_multiplicity": 1, "symbols": ["C", "C", "C", "C", "C", "C", "N", "N", "O", "O", "C", "H", "H", "H", "H", "H", "H", "H", "H", "H"], "coordinates": [[-0.57450, 1.95128, 2.48383], [-0.42987, 0.86930, 1.18497], [0.25203, -0.35114, 1.44630], [0.33820, -1.56323, 0.78587], [0.07166, -1.55316, -0.73536], [0.11174, -0.06232, -1.15453], [0.42108, 0.27780, -2.44753], [0.44354, -0.63621, -3.39966], [0.39120, -1.86343, -3.15831], [0.57873, -0.33707, -4.53839], [-0.13710, 1.02154, -0.35698], [-0.37930, 1.30883, 3.39202], [-1.63295, 2.27044, 2.46269], [0.10908, 2.81875, 2.59259], [-1.53253, 0.66723, 1.09679], [0.74964, -0.40526, 2.33069], [0.98792, -2.35921, 1.15047], [0.87522, -2.06835, -1.25429], [-0.75539, -2.04973, -1.15749], [0.11160, 2.06394, -0.72368]], "forces_ev_per_a": [[0.935, -1.601, -1.171], [-3.113, 1.418, -1.448], [0.270, -4.817, -0.117], [-0.236, 2.792, -1.183], [1.313, 1.674, 2.156], [-0.381, -0.093, -0.301], [-0.008, 0.726, -1.400], [0.122, -1.537, 3.099], [-0.444, -1.183, 0.333], [0.424, 2.472, -3.620], [1.176, 1.827, 0.756], [-0.442, 0.590, -0.901], [0.722, 0.052, 0.195], [-0.326, -0.466, -0.554], [0.692, -0.295, 0.444], [1.397, 0.030, 2.976], [-0.309, 0.239, 0.314], [0.243, 0.159, 0.363], [-1.445, -0.497, -0.016], [-0.590, -1.490, 0.075]]}


{"formula": "C12H20F3N6O5PdS2", "method": "ωB97M-V/def2-TZVPD", "charge": 1, "e_homo_ev": [-11.22, -11.22], "max_force_ha_per_bohr": 0.0175, "e_above_lowest_kj_mol": 108.07, "spin_multiplicity": 1, "symbols": ["Pd", "F", "C", "F", "F", "S", "O", "O", "O", "C", "C", "N", "C", "C", "N", "C", "C", "H", "H", "H", "H", "H", "H", "H", "H", "H", "H", "H", "H", "H", "O", "S", "N", "C", "N", "C", "C", "C", "N", "C", "O", "N", "H", "H", "H", "H", "H", "H", "H"], "coordinates": [[-1.53593, -0.66532, -0.56075], [-4.68619, -0.78717, -0.01714], [-4.57989, -1.52216, 1.10109], [-5.10477, -0.82021, 2.10299], [-5.24892, -2.64860, 0.94299], [-2.81108, -1.86807, 1.45494], [-2.78821, -2.48554, 2.74010], [-2.31058, -2.62359, 0.31696], [-2.21526, -0.49177, 1.40352], [-2.39045, 3.32373, -2.24857], [-2.54110, 1.82719, -1.91567], [-1.57541, 1.45005, -0.86133], [-1.96683, 2.10810, 0.40410], [-2.12910, 3.62019, 0.17567], [-1.55130, 3.94331, -1.16973], [-0.14238, 3.41904, -1.25997], [-0.21619, 1.87861, -1.25420], [-3.34517, 3.84492, -2.27093], [-1.87264, 3.49445, -3.19093], [-2.34377, 1.21706, -2.79243], [-3.54372, 1.60268, -1.55475], [-1.20334, 1.89409, 1.14902], [-2.89574, 1.67484, 0.75952], [-1.59435, 4.21372, 0.91444], [-3.17195, 3.93232, 0.16045], [-1.54371, 4.95433, -1.29195], [0.40021, 3.82014, -0.40558], [0.29905, 3.81197, -2.17356], [0.50443, 1.44394, -0.56375], [-0.01427, 1.44556, -2.23158], [-2.37733, -2.97853, -2.71752], [-1.62759, -1.89529, -3.31984], [-1.11412, -0.76479, -2.46273], [3.58095, -1.60259, -0.80756], [2.76573, -2.05630, 0.31162], [3.22527, -2.98398, 1.19106], [2.46090, -3.42910, 2.20452], [1.13433, -2.89235, 2.29153], [0.68440, -1.99075, 1.43715], [1.47749, -1.54283, 0.43687], [1.12094, -0.69832, -0.40127], [0.32905, -3.28641, 3.28929], [4.55416, -2.08235, -0.74362], [3.69994, -0.52230, -0.76770], [3.10103, -1.86077, -1.74951], [4.23555, -3.33301, 1.02858], [2.82902, -4.16321, 2.90388], [0.61723, -4.03528, 3.89294], [-0.65197, -3.03332, 3.29447]], "forces_ev_per_a": [[-0.277, 0.259, -0.071], [-0.001, -0.015, -0.050], [-0.082, 0.002, 0.014], [0.005, -0.043, -0.012], [-0.043, -0.005, 0.007], [0.217, 0.317, 0.816], [0.040, 0.013, -0.136], [0.152, 0.047, -0.500], [-0.132, -0.428, 0.114], [0.027, -0.014, -0.034], [-0.003, 0.002, 0.002], [-0.009, -0.082, 0.038], [0.118, 0.016, -0.001], [0.003, 0.053, 0.011], [0.068, 0.025, -0.043], [-0.024, -0.039, -0.004], [0.047, 0.101, -0.024], [-0.006, -0.005, 0.003], [0.002, -0.009, 0.004], [0.016, -0.012, -0.008], [0.017, -0.024, 0.029], [0.011, -0.022, -0.011], [-0.026, -0.037, 0.005], [-0.013, -0.013, 0.014], [0.001, 0.004, -0.011], [0.026, -0.009, -0.013], [-0.013, -0.005, 0.011], [-0.008, 0.004, -0.005], [-0.037, 0.003, 0.001], [-0.006, 0.020, -0.014], [-0.054, -0.029, 0.060], [0.306, 0.318, 0.038], [-0.233, -0.483, -0.300], [-0.007, 0.017, 0.011], [0.118, -0.159, 0.082], [-0.002, 0.083, -0.039], [-0.096, -0.015, 0.017], [0.103, 0.071, 0.057], [-0.031, 0.151, -0.171], [-0.066, 0.001, -0.107], [-0.082, -0.044, 0.349], [-0.189, -0.112, 0.022], [-0.001, 0.004, -0.018], [0.014, 0.002, -0.003], [0.004, 0.003, 0.003], [-0.003, -0.007, -0.008], [0.000, -0.002, 0.001], [0.001, 0.004, -0.015], [0.148, 0.092, -0.113]]}


{"formula": "C4H12N2O", "method": "ωB97M-V/def2-TZVPD", "smiles": "C/C=C/N.NCO", "e_homo_ev": -8.09, "max_force_ha_per_bohr": 0.0427, "e_above_lowest_kj_mol": 194.84, "spin_multiplicity": 1, "symbols": ["C", "C", "C", "N", "H", "H", "H", "H", "H", "H", "H", "N", "C", "O", "H", "H", "H", "H", "H"], "coordinates": [[-1.99514, -1.50509, -0.02648], [-2.06722, -0.02553, -0.35163], [-1.27365, 0.89318, 0.24320], [-1.31313, 2.30211, -0.07444], [-1.07550, -1.71910, 0.60663], [-2.92774, -1.89731, 0.37254], [-1.75497, -2.14765, -0.93728], [-2.70731, 0.33068, -1.20908], [-0.53576, 0.63019, 0.99246], [-1.13573, 2.89411, 0.71043], [-2.22714, 2.57297, -0.51580], [1.97004, -0.99144, 0.93750], [2.05584, -0.16805, -0.23303], [3.41084, 0.10897, -0.55976], [2.62575, -1.77860, 0.78949], [2.41610, -0.45931, 1.67382], [1.64855, -0.66948, -1.09386], [1.41956, 0.77028, -0.13164], [3.46662, 0.85908, -1.19305]], "forces_ev_per_a": [[1.835, -0.595, -1.052], [0.639, 0.627, -0.337], [-1.245, 0.576, -0.771], [-1.222, -1.085, -0.895], [-1.425, 0.337, -0.197], [0.117, -0.011, 0.339], [-0.531, 0.932, 0.741], [0.440, -0.485, 1.109], [-0.116, -0.112, 0.039], [0.085, 0.193, 0.416], [1.409, -0.403, 0.651], [0.863, -0.222, -0.340], [-0.937, 1.040, -0.567], [0.548, 1.115, -0.265], [-0.671, 0.363, 0.083], [-0.100, 0.044, 0.382], [-0.518, -0.601, -0.215], [1.003, -0.916, 0.233], [-0.173, -0.796, 0.647]]}


{"formula": "C7H10N2O2", "method": "ωB97M-V/def2-TZVPD", "smiles": "CCCc1cc(C(=O)O)n[nH]1", "e_homo_ev": -9.76, "max_force_ha_per_bohr": 0.0909, "e_above_lowest_kj_mol": 237.24, "spin_multiplicity": 1, "symbols": ["C", "C", "C", "C", "C", "C", "C", "O", "O", "N", "N", "H", "H", "H", "H", "H", "H", "H", "H", "H", "H"], "coordinates": [[-2.56116, 1.34455, -0.62680], [-2.28830, -0.18394, -0.33247], [-1.43892, -0.53818, 0.85830], [0.08363, -0.44644, 0.48300], [1.08973, 0.50549, 0.53716], [2.17854, -0.16944, -0.01404], [3.52420, 0.47155, 0.03450], [3.66327, 1.57961, 0.40660], [4.48509, -0.28229, -0.44428], [1.91748, -1.41876, -0.33339], [0.69456, -1.61565, 0.12542], [-2.75432, 2.07571, 0.29712], [-3.55331, 1.59133, -1.10245], [-1.60271, 1.83645, -1.20249], [-3.22454, -0.68069, 0.11485], [-1.94949, -0.70897, -1.29144], [-1.71461, -1.56932, 1.05015], [-1.65946, -0.03110, 1.77378], [1.11623, 1.59579, 0.88885], [3.83952, -1.02069, -0.94694], [0.15457, -2.33501, -0.27543]], "forces_ev_per_a": [[1.070, 2.255, 0.599], [-2.572, 0.581, 0.162], [3.062, -0.178, -1.265], [-1.218, -0.079, 2.198], [-1.336, 1.374, 0.256], [0.290, 0.913, 0.873], [-1.120, -0.830, -1.078], [0.525, 1.888, 1.045], [-1.789, -3.487, -2.550], [1.648, -0.184, 0.261], [-0.958, 1.393, -0.970], [1.025, -2.025, -1.226], [1.305, -0.832, -0.461], [-2.640, -1.172, 1.195], [0.432, 0.901, -1.808], [-0.568, 0.613, 1.440], [0.608, -0.438, 0.232], [-0.198, 0.785, 0.291], [-0.277, -2.083, -0.634], [3.105, 1.844, 1.731], [-0.393, -1.240, -0.290]]}


{"formula": "H8O4", "method": "ωB97M-V/def2-TZVPD", "smiles": "O.O.O.O", "e_homo_ev": -11.10, "max_force_ha_per_bohr": 0.0765, "e_above_lowest_kj_mol": 162.28, "spin_multiplicity": 1, "symbols": ["O", "H", "H", "O", "H", "H", "O", "H", "H", "O", "H", "H"], "coordinates": [[0.59801, -1.02184, 0.40622], [1.47151, -1.03357, 0.05551], [0.76899, -0.62716, 1.27628], [-2.49366, 2.97910, -0.02845], [-1.96715, 2.70099, -0.71586], [-1.87231, 2.97759, 0.74807], [4.15572, 0.33090, -0.13803], [3.29566, 0.74476, -0.48918], [4.69020, 0.98903, -0.58123], [-2.37995, -2.35068, -0.28253], [-2.80245, -3.23892, -0.53166], [-2.62541, -2.01254, 0.58035]], "forces_ev_per_a": [[-0.617, 0.500, 1.014], [1.109, -0.290, -0.781], [-0.378, -0.189, -0.175], [-0.720, 1.005, 3.733], [1.780, -1.058, -2.628], [-1.069, 0.038, -1.100], [-2.479, 1.429, -1.172], [1.207, -1.409, 1.101], [1.212, 0.005, 0.056], [-0.358, -1.650, -1.404], [0.705, 2.242, 1.291], [-0.392, -0.623, 0.066]]}


Calculated total energy (eV), listed in the same order as above: -47588.539; -14474.967; -65243.008; -9369.174; -14494.598; -8318.994